88
Properties=species:S:1:pos:R:3:forces:R:3 method="wB97M-V/def2-TZVPD" gap_ev="6.24 / 7.49" charge=+1 s_squared=8.764 spin_multiplicity=6
Fe -1.606681 -0.202200 -1.058135 -0.3 -0.2 -0.3
C 0.882441 2.641248 -3.573670 0.0 0.0 0.0
C 0.211764 1.506967 -2.864267 0.0 0.0 0.0
N -0.838602 1.615263 -2.151341 0.0 0.1 0.1
C -1.504487 2.901874 -2.000311 0.0 0.0 0.0
C -2.909545 2.750872 -1.368466 0.0 0.0 0.0
N -3.259768 1.351067 -1.155351 0.0 0.0 0.0
C -4.308023 1.110854 -0.164313 0.0 0.0 0.0
C -4.310452 -0.363792 0.199813 0.0 0.0 0.0
N -2.963565 -0.716753 0.682451 0.0 0.0 0.1
C -2.807653 -2.111873 1.129390 0.0 0.0 0.0
C -2.294603 -3.004265 0.008609 0.0 0.0 0.0
N -1.193817 -2.330674 -0.654574 0.1 0.0 0.1
C -0.392680 -2.941209 -1.428657 0.0 0.0 0.0
C -0.313988 -4.414223 -1.656925 0.0 0.0 0.0
C 0.497230 -2.048236 -2.235340 0.0 0.0 0.0
C 1.550224 -2.491563 -3.027127 0.0 0.0 0.0
C 2.204687 -1.572857 -3.828546 0.0 0.0 0.0
C 1.802954 -0.243316 -3.821764 0.0 0.0 0.0
C 0.766723 0.123531 -2.978605 0.0 0.0 0.0
N 0.148547 -0.768550 -2.211442 0.0 0.0 0.0
H 0.778553 3.567037 -3.011066 0.0 0.0 0.0
H 0.428037 2.793026 -4.556535 0.0 0.0 0.0
H 1.942187 2.448044 -3.719526 0.0 0.0 0.0
H -1.580748 3.407501 -2.964247 0.0 0.0 0.0
H -0.885248 3.533321 -1.356001 0.0 0.0 0.0
H -3.648136 3.255137 -1.997334 0.0 0.0 0.0
H -2.925640 3.252655 -0.400304 0.0 0.0 0.0
H -3.527635 0.905492 -2.033888 0.0 0.0 0.0
H -5.299155 1.421831 -0.508375 0.0 0.0 0.0
H -4.073119 1.704263 0.725609 0.0 0.0 0.0
H -4.526462 -0.971227 -0.680052 0.0 0.0 0.0
H -5.071339 -0.564083 0.960193 0.0 0.0 0.0
H -2.752204 -0.106019 1.466084 0.0 0.0 0.0
H -3.746526 -2.508703 1.525735 0.0 0.0 0.0
H -2.081627 -2.117060 1.941555 0.0 0.0 0.0
H -3.065716 -3.165162 -0.752462 0.0 0.0 0.0
H -2.018728 -3.974301 0.426154 0.0 0.0 0.0
H -1.196058 -4.925370 -1.285804 0.0 0.0 0.0
H 0.568988 -4.826427 -1.160366 0.0 0.0 0.0
H -0.242511 -4.613146 -2.724470 0.0 0.0 0.0
H 1.836013 -3.533334 -3.032253 0.0 0.0 0.0
H 3.017442 -1.889987 -4.467777 0.0 0.0 0.0
H 2.288448 0.477662 -4.462639 0.0 0.0 0.0
O -2.066535 -2.817464 -3.460055 0.1 0.0 -0.1
C -2.527154 -1.687123 -3.546460 -0.2 -0.1 0.0
O -2.901054 -0.934912 -2.568028 0.2 0.1 0.0
H -2.667150 -1.240727 -4.551489 0.0 0.0 0.0
C 3.267100 0.305807 -0.542297 0.0 0.0 0.0
C 3.121779 0.043372 0.963254 0.0 0.0 0.0
C 3.546536 -1.417004 1.172765 0.0 0.0 0.0
C 4.103151 0.945112 1.728843 0.0 0.0 0.0
Si 1.301517 0.320606 1.542989 0.0 0.0 0.0
C 0.855609 -0.693218 3.123638 0.0 0.0 0.0
C 0.791574 -2.193160 2.784436 0.0 0.0 0.0
C 1.871634 -0.485260 4.258187 0.0 0.0 0.0
C -0.523902 -0.289267 3.659841 0.0 0.0 0.0
C 0.794565 2.186310 1.658858 0.0 0.0 0.0
C 1.386667 2.982502 0.488358 0.0 0.0 0.0
C 1.277149 2.838921 2.963793 0.0 0.0 0.0
C -0.733404 2.344227 1.575960 -0.1 0.0 0.0
H 4.313712 0.162734 -0.833053 0.0 0.0 0.0
H 2.981330 1.313606 -0.839093 0.0 0.0 0.0
H 2.668976 -0.404632 -1.114175 0.0 0.0 0.0
H 4.541102 -1.561454 0.738420 0.0 0.0 0.0
H 2.866365 -2.114736 0.676656 0.0 0.0 0.0
H 3.613142 -1.692088 2.223979 0.0 0.0 0.0
H 5.126717 0.710430 1.416766 0.0 0.0 0.0
H 4.049029 0.796320 2.808181 0.0 0.0 0.0
H 3.940547 2.004140 1.527585 0.0 0.0 0.0
H 1.773739 -2.616662 2.586353 0.0 0.0 0.0
H 0.168583 -2.387577 1.907854 0.0 0.0 0.0
H 0.367342 -2.740817 3.632817 0.0 0.0 0.0
H 2.868947 -0.833214 3.991997 0.0 0.0 0.0
H 1.554197 -1.055368 5.138204 0.0 0.0 0.0
H 1.948860 0.561330 4.557934 0.0 0.0 0.0
H -1.301335 -0.375347 2.896990 0.0 0.0 0.0
H -0.543214 0.729507 4.045381 0.0 0.0 0.0
H -0.799414 -0.953644 4.484872 0.0 0.0 0.0
H 2.473324 3.039042 0.529008 0.0 0.0 0.0
H 1.009260 4.010870 0.525942 0.0 0.0 0.0
H 1.106633 2.553382 -0.476293 0.0 0.0 0.0
H 2.361231 2.787292 3.071733 0.0 0.0 0.0
H 0.830333 2.382660 3.847084 0.0 0.0 0.0
H 0.997215 3.898435 2.969006 0.0 0.0 0.0
H -1.166389 1.856826 0.692322 0.1 0.0 0.0
H -0.984633 3.410122 1.514516 0.0 0.0 0.0
H -1.243206 1.946807 2.452759 0.0 0.0 0.0

---

51
Properties=species:S:1:pos:R:3:forces:R:3 method="wB97M-V/def2-TZVPD" gap_ev=6.93 charge=-1 smiles="COc1ccc([C@H](C2=C([O-])c3ccccc3C2=O)[C@@]2(C(C)=O)CCCOC2=O)cc1"
C -5.103297 2.650864 6.310346 0.8 0.6 -0.1
O -3.886227 3.433985 6.306289 -0.7 -0.3 0.5
C -3.333021 3.810943 5.121497 0.6 -0.1 -1.2
C -3.877420 3.479261 3.865506 0.3 0.0 0.7
C -3.142185 3.737466 2.707802 0.1 -0.1 0.0
C -1.853594 4.284864 2.752380 -0.1 1.0 -0.1
C -1.002490 4.555513 1.478694 -1.7 3.0 1.3
C -1.816413 5.512962 0.559973 -0.3 1.5 -0.7
C -3.185937 6.056052 0.665819 0.0 -1.0 1.2
O -4.148063 5.771109 1.412906 0.8 0.3 -0.9
C -3.335900 7.165082 -0.341959 0.1 0.5 -0.8
C -4.456473 7.912427 -0.731300 0.4 -0.4 0.2
C -4.329508 8.813605 -1.795657 0.7 -0.1 -0.2
C -3.090267 8.967115 -2.448337 -0.4 -0.1 0.3
C -1.970752 8.240735 -2.030912 0.1 -0.3 0.3
C -2.110262 7.338796 -0.975170 -0.3 0.7 -0.7
C -1.105902 6.393668 -0.384804 -0.5 -1.3 1.6
O 0.104657 6.379739 -0.641619 -0.1 0.1 -0.3
C -0.445958 3.325247 0.843241 0.4 -2.7 -1.3
C -1.029150 2.048161 1.601008 -0.5 -0.6 -0.4
C -0.579436 1.689124 3.031423 -0.3 -0.3 0.5
O -1.816769 1.310710 1.028566 0.8 0.7 0.4
C -0.780149 3.263964 -0.667533 -0.3 0.2 0.3
C 0.240253 2.528409 -1.496098 -0.3 -0.3 0.0
C 1.566919 3.217330 -1.327377 -0.1 0.5 0.3
O 1.935864 3.343107 0.089657 0.2 -0.7 -0.6
C 1.052705 3.145985 1.080245 0.2 0.4 1.1
O 1.456262 2.866621 2.198877 0.5 0.9 -1.5
C -1.406671 4.775825 3.988556 0.0 -0.1 -0.3
C -2.102509 4.519781 5.160124 -0.7 -0.4 0.4
H -5.324562 2.489231 7.366964 0.0 0.0 -0.2
H -5.923555 3.208626 5.841345 0.1 -0.1 0.0
H -4.968413 1.681581 5.810930 0.0 0.3 0.0
H -4.857063 2.992180 3.787155 0.5 0.3 0.0
H -3.647571 3.538842 1.764994 0.5 -0.2 0.1
H -0.147887 5.190672 1.787760 -0.3 -0.4 0.1
H -5.411796 7.786414 -0.223957 0.2 -0.1 -0.1
H -5.186530 9.397437 -2.133633 0.2 -0.2 0.1
H -3.006480 9.655566 -3.288772 0.0 -0.1 0.2
H -1.001019 8.349244 -2.515428 -0.2 0.0 0.1
H 0.314586 1.048153 2.984261 -0.3 0.2 -0.1
H -0.342872 2.531875 3.712083 -0.2 -0.6 -0.8
H -1.388919 1.084658 3.472552 0.1 0.3 -0.2
H -1.785691 2.840815 -0.753940 0.2 0.1 -0.1
H -0.778745 4.267853 -1.108196 -0.2 -0.3 0.5
H 0.281713 1.458339 -1.270079 0.2 0.0 0.0
H -0.088768 2.645777 -2.530251 0.2 -0.2 -0.2
H 2.365560 2.693647 -1.873378 0.0 0.1 0.6
H 1.507714 4.247987 -1.693467 0.0 -0.1 0.0
H -0.481393 5.369998 4.015724 -0.3 -0.5 0.1
H -1.694912 4.825008 6.125866 -0.2 -0.1 -0.2

---

24
Properties=species:S:1:pos:R:3:forces:R:3 method="wB97M-V/def2-TZVPD" gap_ev=9.26 charge=0 de_lowest_kj_mol=57.1 smiles=Cc1ccc(O)cc1.CC
C 1.332725 -0.809236 3.434673 -0.1 0.2 0.0
C 1.087766 -0.777187 1.948592 0.1 -1.4 0.2
C -0.209418 -0.813186 1.438575 -0.6 1.0 -0.7
C -0.469938 -0.927472 0.080576 1.8 -0.6 1.0
C 0.636364 -1.134676 -0.756884 -1.1 0.5 -1.0
O 0.243776 -1.324928 -2.057569 -0.5 -0.2 -0.5
C 1.932169 -1.114912 -0.301687 0.1 0.3 0.6
C 2.143553 -1.030504 1.079227 -0.4 0.6 0.0
H 0.592808 -1.436922 3.929574 0.0 0.0 0.1
H 1.321534 0.173674 3.903163 -0.2 0.1 0.0
H 2.312048 -1.222074 3.632918 0.3 -0.2 0.1
H -1.080428 -0.609980 2.048255 0.1 -0.2 0.5
H -1.463360 -0.923972 -0.304350 -0.4 0.0 -0.3
H 0.838285 -1.189508 -2.801346 0.6 0.1 0.7
H 2.752475 -1.027605 -0.992718 0.2 -0.6 -0.2
H 3.124554 -1.134211 1.524182 0.2 0.2 -0.3
C -2.383536 2.362186 -1.593429 -0.4 -0.1 0.2
C -1.399280 1.523874 -2.368958 0.9 -1.2 0.2
H -3.236385 2.633550 -2.218243 0.1 0.1 -0.1
H -2.807339 1.821768 -0.744399 0.1 -0.1 0.0
H -1.968736 3.270879 -1.186189 0.3 0.4 0.0
H -1.814674 0.535876 -2.577078 -0.4 0.2 -0.6
H -0.495915 1.182496 -1.848744 -0.2 0.6 0.6
H -0.989045 1.972078 -3.268148 -0.4 0.2 -0.3